1.
This record from the Open Molecules 2025 dataset describes C5H7NO in the gas phase. The level of theory is ωB97M-V/def2-TZVPD.

```
14
Properties=species:S:1:pos:R:3:nbo_charge:R:1
C -0.4611 -2.2876 -0.6695 -0.652
C -0.0654 -0.9006 -0.3274 0.298
C -0.7368 0.1412 0.2259 -0.345
C 0.1873 1.2443 0.3176 0.073
N -0.1358 2.5414 0.6770 -0.793
C 1.2690 0.7284 -0.2722 0.004
O 1.2189 -0.5568 -0.6044 -0.405
H -0.3493 -2.4828 -1.7418 0.226
H -1.5076 -2.4501 -0.3994 0.226
H 0.1506 -3.0219 -0.1338 0.225
H -1.7716 0.1485 0.5328 0.221
H -0.7375 2.5839 1.4957 0.372
H 0.6862 3.1169 0.8539 0.372
H 2.2531 1.1951 0.0456 0.178
```

## Properties
Total charge = 0
Total energy = -324.67919 a.u.


2.
This record from the Open Molecules 2025 dataset describes C5H7NO in the gas phase. The level of theory is ωB97M-V/def2-TZVPD.

```
14
Properties=species:S:1:pos:R:3:nbo_charge:R:1
N 1.7069 -1.7869 0.5993 -0.696
C 1.0386 -0.7776 0.2290 0.569
O 1.4266 0.3693 -0.4206 -0.512
C 0.3701 1.4190 -0.2986 -0.065
C -0.8499 0.7234 0.2662 -0.268
C -1.3455 -0.3843 -0.5981 -0.395
C -0.4033 -0.6836 0.5309 -0.299
H 2.6986 -1.7858 0.3821 0.352
H 0.2867 1.7633 -1.3274 0.191
H 0.6156 2.2966 0.3301 0.195
H -1.4878 1.2051 1.0034 0.234
H -0.9599 -0.3930 -1.6153 0.220
H -2.3648 -0.7295 -0.4776 0.229
H -0.7318 -1.2359 1.3966 0.246
```

## Properties
Total charge = 0
Total energy = -324.67393 a.u.


3.
This record from the Open Molecules 2025 dataset describes C5H7NO in the gas phase. The level of theory is ωB97M-V/def2-TZVPD.

```
14
Properties=species:S:1:pos:R:3:nbo_charge:R:1
C -1.6942 0.2170 -0.4566 -0.623
C -0.3666 -0.0819 0.2366 -0.217
C -0.1292 -1.5277 0.5601 0.433
O 0.9636 -1.9789 0.8314 -0.550
C 0.9324 0.6340 -0.0191 0.253
N 1.9548 0.5852 -0.9274 -0.804
C 0.3045 1.0064 1.0461 -0.255
H -2.4418 0.5285 0.2842 0.211
H -2.1016 -0.6558 -0.9808 0.208
H -1.5920 1.0289 -1.1822 0.222
H -1.0007 -2.2082 0.4420 0.106
H 2.2738 -0.3720 -1.0419 0.398
H 2.7331 1.1928 -0.7049 0.384
H 0.1640 1.6318 1.9123 0.234
```

## Properties
Total charge = 0
Total energy = -324.62236 a.u.